C35H45F9NO5PS | wB97M-V/def2-TZVPD

```
! RIJCOSX wB97M-V def2-TZVPD def2/J DEFGRID3
* xyz 0 1
N 3.82878 -0.02080 2.50560
C 4.63816 -0.83834 1.53230
C 4.10478 -0.68481 0.02768
C 5.06710 0.17064 -0.91641
C 4.63341 0.17210 -2.47275
C 3.15841 -0.38996 -2.73635
O 3.13788 -1.86309 -2.80744
P 1.62698 -2.41338 -2.28769
O 1.35711 -2.04312 -0.81959
O 1.52089 -4.14196 -2.36256
O 2.01419 -4.58320 -1.15484
O 0.47971 -1.67613 -3.27972
C -0.84449 -2.27952 -3.12750
C -1.86364 -1.09228 -2.84047
C -1.75047 -0.54006 -1.32023
C -2.38897 0.90892 -1.23066
C -3.74869 1.09003 -0.45471
F -4.77624 1.28562 -1.40619
F -3.63390 2.37962 0.17430
C -4.08835 0.09982 0.73048
F -2.96605 -0.33079 1.47045
F -4.81334 0.87292 1.67875
S -5.15989 -1.38341 0.36308
F -4.67180 -1.52381 -1.20397
F -3.91971 -2.40169 0.88143
F -5.67076 -1.37248 1.96926
F -6.50368 -0.49485 0.00808
F -6.06719 -2.74996 0.13861
H 2.90088 0.19535 2.11705
H 3.66499 -0.62765 3.32049
H 4.45171 -1.93687 1.81666
H 5.75597 -0.64953 1.62943
H 4.03872 -1.73695 -0.40732
H 3.05500 -0.24862 0.01754
H 6.11573 -0.25584 -0.84127
H 5.06543 1.23679 -0.51079
H 4.67951 1.20480 -2.94274
H 5.36389 -0.51774 -3.02507
H 2.84970 -0.01774 -3.77426
H 2.37902 0.01169 -2.01041
H 1.24164 -4.69318 -0.55317
H -1.11104 -2.71436 -4.15136
H -0.88483 -3.12877 -2.37549
H -2.91110 -1.51178 -3.03627
H -1.67046 -0.25583 -3.58054
H -0.62664 -0.43700 -1.11661
H -2.21230 -1.34158 -0.67062
H -2.56727 1.27305 -2.30478
H -1.60602 1.63322 -0.81301
C 8.13404 2.37006 6.35311
C 6.76120 2.59383 6.37839
C 5.93448 1.95317 5.46136
C 6.48024 1.09157 4.51595
C 7.85405 0.87461 4.48470
C 8.68106 1.51243 5.40395
H 8.77779 2.86446 7.07227
H 6.33519 3.26773 7.11424
H 4.86371 2.12505 5.48305
H 5.83391 0.59047 3.80312
H 8.28087 0.20702 3.74358
H 9.75186 1.34150 5.38101
C -4.27426 4.70232 -2.60435
C -4.92097 3.66979 -3.27553
C -5.58480 3.92492 -4.47125
C -5.60554 5.21412 -4.99385
C -4.96650 6.24835 -4.31786
C -4.29960 5.99273 -3.12422
H -3.75125 4.50178 -1.67539
H -4.90680 2.66638 -2.86719
H -6.08620 3.11894 -4.99615
H -6.12073 5.41280 -5.92713
H -4.98752 7.25476 -4.72211
H -3.79954 6.79882 -2.59851
C 3.71562 -0.47322 6.64829
C 3.05434 -1.68602 6.48317
C 1.85151 -1.91883 7.14200
C 1.31167 -0.93994 7.96995
C 1.97755 0.26920 8.14228
C 3.17840 0.50341 7.48058
H 4.64960 -0.28956 6.12956
H 3.47669 -2.45060 5.83945
H 1.33452 -2.86315 7.01041
H 0.37282 -1.12000 8.48170
H 1.55968 1.03035 8.79252
H 3.69638 1.44712 7.61329
C -5.53373 -2.33539 -4.09215
C -6.61398 -1.75127 -4.74514
C -6.85956 -2.04319 -6.08270
C -6.02186 -2.91660 -6.76918
C -4.93626 -3.49373 -6.11887
C -4.69276 -3.20473 -4.78028
H -5.34662 -2.11315 -3.04855
H -7.26569 -1.06831 -4.21070
H -7.70388 -1.59022 -6.59067
H -6.21468 -3.14626 -7.81114
H -4.27968 -4.17023 -6.65556
H -3.84720 -3.65692 -4.27238
*
```

As for the SMILES: NCCCCCO[P@](=O)(OO)OCCCCC(F)(F)C(F)(F)S(F)(F)(F)(F)F.c1ccccc1.c1ccccc1.c1ccccc1.c1ccccc1. The calculation puts the HOMO-LUMO gap at 7.89 eV. The value obtained for the LUMO energy is -1.2582 eV. Its HOMO energy is -9.149 eV. The calculation puts the total energy at -3429.74288 hartree.

Here are the Löwdin charges for atoms 1 to 5, given in e: -0.0350, -0.2535, -0.2042, -0.1895, -0.1487

C35H46BiN11OS6 | wB97M-V/def2-TZVPD

```
! RIJCOSX wB97M-V def2-TZVPD def2/J DEFGRID3
* xyz 0 1
Bi 0.29355 0.22040 0.87281
S -2.33252 -0.49579 1.01190
C -2.61684 -0.81851 -0.68144
N -3.68508 -1.50834 -1.01811
N -4.03928 -1.62964 -2.30896
C -4.08865 -0.66821 -3.35927
C -4.37373 -1.14942 -4.63291
C -4.52652 -0.27384 -5.70167
C -4.40393 1.09377 -5.51273
C -4.12454 1.57388 -4.23694
C -3.96209 0.70843 -3.16624
N -1.77343 -0.46445 -1.73749
N -0.63298 -0.11798 -1.49935
C 0.13465 0.09917 -2.71421
C -0.45727 0.24802 -3.97009
C 0.34071 0.45235 -5.08447
C 1.72749 0.50432 -4.96189
C 2.31152 0.34258 -3.71418
C 1.51454 0.14690 -2.59840
H -4.58007 -2.45743 -2.45803
H -4.47748 -2.22130 -4.78565
H -4.74372 -0.66969 -6.68729
H -4.53384 1.77800 -6.34215
H -4.03475 2.64203 -4.06879
H -3.76039 1.10688 -2.18051
H -1.53657 0.21059 -4.06042
H -0.12537 0.57243 -6.05663
H 2.34753 0.68138 -5.83340
H 3.38993 0.36252 -3.60592
H 1.97795 0.02852 -1.62209
C 3.83509 -0.75938 0.30743
N 3.14559 0.48018 0.66798
C 3.51078 0.86573 2.05120
C 3.44265 1.57468 -0.24794
C 2.28799 2.53778 -0.43967
C 2.60138 3.75217 -1.06237
C 1.61231 4.63469 -1.46185
C 0.27726 4.31048 -1.23572
C -0.03391 3.12220 -0.59171
C 0.94960 2.21578 -0.16276
H 4.92634 -0.65148 0.37941
H 3.58074 -1.05295 -0.71492
H 3.51879 -1.55600 0.98430
H 4.60569 0.87664 2.16044
H 3.08496 0.16307 2.77138
H 3.11698 1.85222 2.27796
H 3.69561 1.15062 -1.22572
H 4.33413 2.12863 0.07276
H 3.64455 3.99601 -1.25524
H 1.87818 5.56429 -1.95598
H -0.51245 4.98501 -1.55357
H -1.08665 2.90071 -0.40275
C -0.86286 -3.78850 0.94994
N 0.01081 -4.47580 0.00390
C 0.44811 -5.79497 0.47262
C 0.89853 -3.67951 -0.68882
N 1.04346 -2.43079 -0.36508
N 1.59933 -4.31025 -1.70172
C 0.92115 -5.23921 -2.60046
C 2.72862 -3.61930 -2.28572
H -1.61150 -4.50108 1.30316
H -1.37755 -2.96903 0.45766
H -0.31334 -3.38661 1.81091
H 0.82826 -5.72892 1.49650
H 1.23567 -6.18915 -0.15902
H -0.39046 -6.49209 0.46389
H 1.66902 -1.98083 -1.02682
H -0.05702 -5.49308 -2.20429
H 1.49803 -6.15769 -2.72614
H 0.78750 -4.78324 -3.58825
H 2.42639 -2.84067 -2.99951
H 3.34847 -4.34300 -2.81688
H 3.34176 -3.16826 -1.50533
C -3.12389 4.66814 3.61830
N -1.98138 3.84228 3.27768
C -0.73553 3.82140 4.02455
C -0.00187 2.68208 3.33875
O 1.11325 2.31533 3.60985
N -0.81437 2.15086 2.33104
C -1.94752 2.85480 2.36676
N -2.97836 2.65657 1.51863
H -2.76318 5.59333 4.05917
H -3.78554 4.18175 4.33626
H -3.69435 4.93403 2.72805
H -0.87168 3.58242 5.07887
H -0.18327 4.75617 3.92703
H -3.01492 1.71116 1.14916
H -3.86433 3.06242 1.76724
C -1.60328 -0.48280 6.67533
S -0.55878 0.95379 6.34696
C 0.99789 0.20243 6.04889
C 1.28412 -0.67867 5.06635
S 0.28614 -1.25737 3.78191
S 2.93100 -1.29060 5.16924
C 3.53378 -0.32263 6.46107
S 5.09659 -0.35524 6.99731
S 2.29920 0.65996 7.12993
H -2.52136 -0.10237 7.13143
H -1.09753 -1.14782 7.37422
H -1.81760 -1.00801 5.74730
*
```

The calculation puts the HOMO-LUMO gap at 5.01 eV. The value obtained for the energy above the lowest of the compared OMol25 structures with the same formula, charge and spin is 127.3 kJ/mol. The value obtained for the LUMO energy is -1.2156 eV. Its HOMO energy is -6.224 eV. The calculation puts the total energy at -4642.51875 hartree.

Here are the Löwdin charges for atoms 1 to 5, given in e: 1.5680, 0.5305, -0.7967, 0.0398, -0.0045